[1]
65
Properties=species:S:1:pos:R:3:forces:R:3:mulliken_charge:R:1 method="wB97M-V/def2-TZVPD" homo_ev=-11.5 gap_ev=7.60 e_lumo_ev=-3.867 total_charge=+1 mol_weight_da=766.7 de_lowest_kcal_mol=0.0 total_energy_ha=-4940.78595
Sc 0.8129 0.2803 -0.0774 -0.101 -0.011 -0.387 -1.54
C 1.9698 -1.8030 2.4409 0.012 0.034 0.038 -1.18
C 1.9476 -2.5548 1.1488 0.006 -0.093 -0.045 0.85
C 2.2932 -3.9059 1.1374 -0.013 0.047 -0.034 -0.98
C 2.3001 -4.6045 -0.0496 -0.013 0.022 0.023 -0.82
C 1.9582 -3.9426 -1.2184 -0.027 0.102 0.025 -1.04
C 1.6208 -2.6025 -1.1488 0.023 -0.112 0.007 0.74
N 1.6163 -1.9176 0.0127 0.021 0.009 0.025 0.78
C 1.2577 -1.8292 -2.3642 -0.022 -0.047 -0.112 0.71
C 1.1629 -2.3979 -3.6282 0.018 0.059 0.111 -0.90
C 0.8556 -1.5807 -4.7011 -0.002 0.020 0.036 -1.09
C 0.6733 -0.2247 -4.5006 0.011 0.048 0.120 -0.98
C 0.7810 0.2837 -3.2103 -0.007 -0.058 -0.116 0.78
N 1.0382 -0.5232 -2.1749 0.174 0.060 -0.020 0.63
C 0.6252 1.7274 -2.8938 -0.013 0.080 -0.090 0.62
C 0.4565 2.6644 -3.8989 0.011 -0.050 0.088 -1.04
C 0.2825 3.9948 -3.5521 0.001 -0.016 0.038 -0.76
C 0.2617 4.3340 -2.2176 0.021 -0.040 0.005 -0.99
C 0.4427 3.3478 -1.2495 0.000 0.045 -0.051 0.78
C 0.3912 3.7156 0.1982 -0.027 -0.021 0.067 -0.99
N 0.6500 2.0675 -1.5892 0.004 -0.016 -0.042 0.87
H 2.0342 -2.4982 3.2748 -0.004 0.004 0.008 0.53
H 1.0784 -1.1916 2.5662 0.006 0.006 0.006 0.10
H 2.8424 -1.1487 2.4796 0.006 0.016 0.002 0.18
H 2.5544 -4.3878 2.0684 -0.002 -0.005 0.005 0.52
H 2.5652 -5.6527 -0.0715 0.009 -0.003 -0.004 0.47
H 1.9619 -4.4704 -2.1588 -0.003 0.008 0.002 0.41
H 1.3208 -3.4538 -3.7795 -0.002 0.006 -0.003 0.44
H 0.7656 -1.9991 -5.6941 0.000 -0.003 -0.008 0.46
H 0.4431 0.4163 -5.3364 0.004 -0.002 0.003 0.44
H 0.4580 2.3762 -4.9378 0.003 -0.007 0.005 0.41
H 0.1516 4.7479 -4.3169 -0.002 0.002 -0.005 0.46
H 0.1035 5.3557 -1.9038 -0.002 0.006 0.000 0.50
H -0.0370 4.7080 0.3194 -0.005 0.006 0.009 0.52
H 1.3885 3.7144 0.6382 0.003 0.007 -0.009 0.18
H -0.2235 3.0134 0.7654 0.017 0.004 0.000 0.07
Cl 0.1520 1.7752 3.3566 -0.038 0.013 -0.004 -0.17
C 1.7880 1.7874 2.7738 0.065 -0.026 -0.065 1.13
C 2.0371 1.3063 1.4943 0.050 0.026 0.009 -0.71
C 3.3541 1.3386 1.0912 0.051 0.026 -0.025 1.18
Cl 3.6561 0.7058 -0.5354 -0.026 0.027 0.041 -0.16
C 4.4175 1.8050 1.8554 -0.102 -0.021 0.040 -0.42
Cl 6.0245 1.7926 1.2615 0.002 -0.002 -0.025 -0.17
C 4.1212 2.2773 3.1348 0.014 -0.013 -0.033 0.52
Cl 5.3836 2.8607 4.1346 -0.008 0.006 0.002 -0.16
C 2.7987 2.2713 3.6005 0.044 -0.014 -0.015 -0.09
Cl 2.4511 2.8501 5.1765 -0.013 0.003 -0.002 -0.16
O -1.3718 0.4356 -0.6249 0.115 0.071 0.006 -0.68
C -1.6114 -0.2062 0.4298 -0.122 0.015 0.021 1.15
O -0.6299 -0.5822 1.1474 -0.155 -0.248 0.388 -0.42
C -2.9971 -0.5264 0.8515 -0.035 0.055 -0.084 0.19
C -3.2127 -1.2311 2.0281 -0.085 -0.032 0.005 -0.61
C -4.5141 -1.5168 2.3924 -0.006 -0.070 -0.069 -0.29
C -5.6066 -1.1274 1.6395 0.132 0.028 -0.050 -0.37
C -5.3456 -0.4267 0.4754 0.028 0.048 0.056 -0.35
C -4.0652 -0.1153 0.0615 -0.020 -0.050 0.094 -0.37
N -6.4872 0.0046 -0.3631 -0.005 -0.182 -0.146 1.07
O -6.2220 0.6069 -1.3832 -0.061 0.015 0.128 -0.61
O -7.5959 -0.3021 0.0139 0.082 0.110 -0.011 -0.60
N -4.7503 -2.2778 3.6410 -0.024 0.311 0.178 1.09
O -5.9025 -2.4741 3.9557 0.098 -0.115 -0.052 -0.61
O -3.7706 -2.6088 4.2753 -0.078 -0.104 -0.077 -0.62
H -2.3893 -1.5534 2.6473 0.012 0.005 0.005 0.76
H -6.6147 -1.3614 1.9453 -0.018 -0.002 0.001 0.63
H -3.9018 0.4339 -0.8534 -0.001 0.010 -0.013 0.72

=====

[2]
93
Properties=species:S:1:pos:R:3:forces:R:3:mulliken_charge:R:1 method="wB97M-V/def2-TZVPD" homo_ev="-6.4 / -6.4" gap_ev="4.99 / 4.98" e_lumo_ev="-1.425 / -1.425" total_charge=0 mol_weight_da=1006.7 total_energy_ha=-4376.18677
Pd -0.7410 2.4932 -0.9142 -0.123 -0.025 0.082 1.88
C 4.6179 -0.8029 -2.7517 0.006 0.016 0.012 -0.72
C 5.2832 0.3807 -2.4014 -0.015 -0.008 -0.013 -0.76
C 4.5950 1.4644 -1.8849 -0.011 -0.018 -0.014 -0.04
C 3.2225 1.3317 -1.7166 0.015 0.046 0.036 0.01
C 2.2009 2.2581 -1.2441 -0.009 -0.045 -0.013 -0.48
N 0.9972 1.6358 -1.3008 -0.013 0.127 -0.037 -0.07
C 1.1581 0.3526 -1.7183 0.036 -0.060 -0.066 -0.66
N 0.2435 -0.5976 -1.7700 0.047 0.064 0.037 -0.30
C -1.0333 -0.3945 -1.5156 -0.110 -0.014 -0.061 -0.60
C -2.0158 -1.4657 -1.4334 0.068 -0.017 -0.011 0.77
C -1.8977 -2.8456 -1.5422 -0.041 0.013 -0.038 -0.02
C -3.0451 -3.6012 -1.3740 -0.018 0.045 -0.013 -0.62
C -4.2816 -2.9944 -1.1092 0.013 -0.002 -0.007 -0.86
C -4.3976 -1.6190 -1.0046 0.021 -0.023 -0.019 -0.14
C -3.2438 -0.8623 -1.1677 -0.057 0.076 -0.011 -0.13
C -2.9931 0.5736 -1.0952 0.022 -0.129 -0.088 -0.38
N -3.9398 1.4727 -0.8880 0.015 0.065 0.007 -0.57
C -3.6952 2.7501 -0.6959 -0.025 0.032 0.170 -0.54
N -2.4846 3.3528 -0.5365 0.144 0.054 -0.339 -0.11
C -2.6524 4.6758 -0.2770 -0.103 -0.157 0.093 -0.21
N -1.7241 5.5722 -0.0155 0.088 -0.015 -0.008 -0.59
C -0.4285 5.3172 -0.0627 -0.053 0.071 -0.031 -0.10
N 0.1833 4.1778 -0.4675 -0.022 -0.105 0.006 -0.18
C 1.5362 4.3385 -0.4384 0.047 0.042 -0.048 -0.53
N 2.4604 3.4827 -0.8168 -0.045 -0.004 0.017 -0.53
C 1.8267 5.6835 0.0492 0.016 0.013 -0.004 0.40
C 3.0202 6.3535 0.2783 -0.011 -0.013 -0.004 -0.19
C 2.9426 7.6524 0.7508 -0.038 0.016 0.008 -0.62
C 1.7058 8.2677 0.9859 0.033 -0.017 -0.010 -0.64
C 0.5162 7.5989 0.7543 0.018 -0.012 -0.012 -0.08
C 0.5969 6.2962 0.2829 -0.004 0.019 -0.002 0.03
C -4.0854 4.9657 -0.2758 0.051 0.091 0.029 0.25
C -4.7939 6.1418 -0.0765 0.000 -0.037 0.015 -0.25
C -6.1751 6.0732 -0.1479 -0.003 0.022 0.004 -0.59
C -6.8296 4.8637 -0.4080 -0.007 -0.019 0.002 -0.69
C -6.1200 3.6907 -0.6037 0.025 0.028 0.015 -0.06
C -4.7361 3.7628 -0.5344 -0.038 -0.079 -0.023 0.38
N -1.6721 0.7893 -1.3032 0.136 -0.005 0.192 -0.17
C 2.5645 0.1457 -2.0399 -0.030 -0.043 0.053 0.54
C 3.2515 -0.9352 -2.5779 0.008 -0.022 0.060 0.01
H 5.1857 -1.6242 -3.1694 0.008 -0.003 -0.005 0.44
H 6.3526 0.4485 -2.5512 0.011 -0.005 0.001 0.41
H 5.0975 2.3865 -1.6267 0.003 0.011 0.004 0.60
H -0.9400 -3.3037 -1.7540 0.013 0.010 -0.030 0.79
H -2.9916 -4.6800 -1.4537 -0.022 -0.013 -0.007 0.46
H -5.1588 -3.6160 -0.9880 -0.010 -0.011 0.005 0.40
H -5.3467 -1.1421 -0.8027 -0.018 0.005 0.013 0.61
H 3.9704 5.8717 0.0921 0.004 -0.005 0.000 0.56
H 3.8517 8.2064 0.9437 0.009 0.009 0.000 0.40
H 1.6845 9.2849 1.3540 0.004 0.009 0.006 0.40
H -0.4425 8.0661 0.9314 -0.019 0.000 0.001 0.57
H -4.2793 7.0707 0.1268 0.008 0.014 -0.002 0.56
H -6.7631 6.9697 -0.0002 -0.004 0.000 -0.001 0.41
H -7.9106 4.8484 -0.4565 -0.004 0.006 0.001 0.40
H -6.6170 2.7518 -0.8047 -0.004 -0.017 -0.005 0.56
H 2.7308 -1.8425 -2.8549 -0.012 -0.024 0.003 0.56
Cl -0.6337 -9.1451 1.9694 0.005 0.013 -0.004 -0.23
C -0.2484 -7.4565 1.8660 -0.006 -0.011 0.010 0.32
C -0.8808 -6.6620 0.9263 0.039 0.018 0.021 -1.08
C -0.5389 -5.3225 0.8573 0.014 -0.009 -0.010 0.41
C 0.4118 -4.7492 1.6987 -0.031 0.020 -0.078 -0.93
C 0.7131 -3.2709 1.5292 0.092 -0.121 -0.025 1.62
C 0.2056 -2.4404 2.7047 0.064 -0.034 -0.030 -1.51
N 0.2816 -1.0290 2.4033 0.038 0.109 0.184 0.39
C 1.3791 -0.2077 2.5106 0.002 0.011 -0.154 -0.20
C 0.9859 1.0012 2.0118 0.005 -0.129 0.055 -0.90
N -0.3274 0.9435 1.6114 0.039 0.145 0.077 -0.27
C -0.7085 -0.2799 1.8622 -0.168 -0.057 -0.122 -0.34
O 2.0876 -2.9688 1.3837 -0.045 0.000 -0.010 -0.46
C 2.6187 -3.2070 0.0853 -0.099 0.017 0.005 0.69
C 2.9199 -4.6582 -0.1466 0.094 0.032 0.011 -0.47
C 2.4051 -5.4422 -1.1299 -0.122 -0.033 -0.003 1.08
Cl 1.2922 -4.9747 -2.3561 -0.006 0.042 0.019 -0.23
S 2.9219 -7.0745 -1.0391 0.038 -0.018 -0.011 -0.22
C 3.8848 -6.7198 0.3347 -0.009 0.025 0.009 -0.35
C 3.7959 -5.4147 0.6922 -0.024 -0.025 -0.047 -1.22
C 1.0117 -5.5808 2.6379 0.079 -0.050 0.062 1.28
Cl 2.2179 -4.9916 3.7477 -0.069 0.006 0.014 -0.19
C 0.6962 -6.9276 2.7269 -0.008 -0.007 -0.007 -0.91
H -1.6134 -7.0875 0.2556 -0.008 -0.007 -0.005 0.47
H -1.0131 -4.6955 0.1120 0.010 -0.015 0.053 0.23
H 0.1743 -2.9441 0.6286 0.033 0.076 0.018 -0.63
H 0.7969 -2.6544 3.5943 -0.001 0.020 -0.037 0.41
H -0.8318 -2.7008 2.9183 -0.002 0.020 -0.042 0.39
H 2.3168 -0.5694 2.8911 0.026 -0.005 0.016 0.52
H 1.5696 1.9017 1.9097 0.004 0.021 0.033 0.47
H -1.6899 -0.6881 1.6689 -0.033 -0.009 0.006 0.49
H 3.5380 -2.6239 0.0361 0.017 0.036 0.017 0.38
H 1.9356 -2.8182 -0.6772 -0.007 -0.015 0.000 -0.37
H 4.4685 -7.4973 0.7984 0.013 -0.018 0.011 0.50
H 4.3118 -4.9849 1.5374 0.020 0.006 0.019 0.44
H 1.1846 -7.5518 3.4608 0.006 -0.007 -0.003 0.46

=====

[3]
19
Properties=species:S:1:pos:R:3:forces:R:3:mulliken_charge:R:1 method="wB97M-V/def2-TZVPD" homo_ev=-12.6 gap_ev=8.91 e_lumo_ev=-3.694 total_charge=+1 mol_weight_da=132.1 de_lowest_kcal_mol=92.4 total_energy_ha=-472.78795
C -1.4083 -0.1837 0.2781 0.940 -0.757 0.505 0.01
C 2.0831 -0.5236 -0.8526 3.147 2.201 -0.776 -0.48
C 2.2285 1.0080 -0.4611 1.681 -0.442 -1.948 -0.36
C 1.1501 -0.0523 1.1114 -1.192 -0.157 0.852 0.06
N -3.5513 0.7060 -0.1727 -1.524 1.200 1.076 -0.67
N -2.2947 0.7881 0.4283 1.840 0.635 -1.058 0.09
N 1.5157 -1.0556 0.3105 0.253 3.053 2.322 0.03
O -1.9433 -1.3560 -0.2227 -1.290 2.333 0.429 -0.51
O 1.3620 1.1570 0.6441 -0.235 -1.126 1.122 -0.22
H 1.4778 -0.6728 -1.6939 -0.926 -0.201 -1.302 0.35
H 3.1450 -0.8003 -1.0794 -1.114 -0.602 0.275 0.32
H 3.3163 1.2224 -0.0425 -2.273 -0.096 -1.346 0.31
H 1.8674 1.5927 -1.3677 0.841 -0.128 1.603 0.30
H 0.8471 -0.0681 2.2051 0.103 -0.551 -1.774 0.37
H -4.2155 0.7988 0.5988 -0.140 0.509 -0.238 0.26
H -3.7023 -0.2401 -0.4160 0.166 -1.260 -0.798 0.30
H -1.9196 1.8061 0.4978 -0.820 -2.688 0.025 0.33
H -1.3857 -2.1259 -0.2540 0.806 0.100 0.244 0.33
H 1.4275 -2.0007 0.4885 -0.265 -2.021 0.785 0.19